Entry 1:
This record from OMol25 describes a molecular structure, C42H48BrF3N3O8PRbS2Sb at a distorted geometry. The level of theory is the ωB97M-V functional and the def2-TZVPD basis.

Output
**E**: -181535.66153 eV
**Kohn-Sham gap**: 6.446 eV
**Largest force on an atom**: 0.0355 Eh/bohr
**HOMO**: -2.8909 eV
**LUMO energy**: 3.6 eV
**Total charge**: -2

The geometry in XYZ format:
```
110
C42H48BrF3N3O8PRbS2Sb the ωB97M-V functional and the def2-TZVPD basis
Rb 1.44 -0.83 0.35
C 3.27 3.79 1.27
C 2.38 2.73 1.01
N 1.56 2.69 -0.01
C 1.55 3.74 -0.85
C 2.38 4.86 -0.67
C 3.26 4.86 0.43
C 2.33 5.96 -1.59
C 1.49 5.95 -2.64
C 0.63 4.83 -2.87
C -0.26 4.78 -3.96
C -1.06 3.69 -4.13
C -0.97 2.65 -3.19
N -0.16 2.66 -2.16
C 0.64 3.73 -1.99
H 3.93 3.73 2.13
H 2.37 1.87 1.68
H 3.92 5.70 0.58
H 2.99 6.80 -1.42
H 1.46 6.78 -3.34
H -0.29 5.62 -4.66
H -1.75 3.61 -4.96
H -1.60 1.77 -3.29
O -1.15 -4.43 -1.50
S -0.27 -3.97 -0.43
O 0.96 -4.74 -0.33
O -0.07 -2.53 -0.44
C -1.17 -4.32 1.10
C -2.19 -5.26 0.98
C -2.94 -5.65 2.07
C -2.68 -5.10 3.31
C -1.67 -4.16 3.44
C -0.91 -3.75 2.35
S 0.29 -2.44 2.73
O 1.53 -2.74 2.04
O 0.40 -2.48 4.18
O -0.36 -1.22 2.25
H -2.38 -5.67 -0.01
H -3.73 -6.39 1.95
H -3.26 -5.39 4.18
H -1.45 -3.72 4.40
Br -6.23 -0.33 -2.14
C -4.36 -0.68 -2.24
C -3.89 -1.70 -3.06
C -2.52 -1.90 -3.09
C -1.70 -1.09 -2.31
N -2.17 -0.13 -1.52
C -3.48 0.07 -1.48
H -4.57 -2.31 -3.64
H -2.09 -2.71 -3.66
H -0.63 -1.27 -2.30
H -3.85 0.85 -0.83
C 2.85 -4.98 -3.04
Sb 2.71 -2.95 -2.31
C 3.98 -3.33 -0.62
C 4.33 -2.33 -3.62
H 3.90 -5.26 -3.13
H 2.37 -5.07 -4.01
H 2.35 -5.64 -2.33
H 4.85 -3.90 -0.97
H 3.42 -3.91 0.11
H 4.31 -2.40 -0.16
H 5.23 -2.89 -3.38
H 4.51 -1.26 -3.50
H 4.05 -2.53 -4.65
F 6.36 0.81 0.10
C 5.42 0.91 -0.86
F 5.95 0.36 -1.96
F 5.27 2.24 -1.11
C 4.03 0.29 -0.45
O 3.81 0.27 0.77
O 3.32 -0.04 -1.41
C -2.59 0.09 4.52
C -3.01 1.46 3.97
C -3.49 2.30 5.15
C -4.17 1.24 2.99
P -1.53 2.05 2.95
C -0.27 2.26 4.28
C -0.24 3.30 5.22
C 0.75 3.37 6.19
C 1.74 2.39 6.24
C 1.72 1.35 5.32
C 0.73 1.29 4.34
C -1.88 3.79 2.28
C -2.39 3.52 0.85
C -2.89 4.69 2.98
C -0.56 4.54 2.16
H -3.48 -0.43 4.90
H -1.88 0.20 5.34
H -2.12 -0.53 3.75
H -4.21 1.71 5.73
H -3.99 3.22 4.86
H -2.66 2.55 5.82
H -5.01 0.78 3.51
H -3.86 0.58 2.18
H -4.53 2.18 2.55
H -1.01 4.06 5.20
H 0.75 4.18 6.90
H 2.51 2.43 6.99
H 2.48 0.58 5.34
H 0.76 0.47 3.63
H -3.34 2.98 0.85
H -1.67 2.93 0.28
H -2.55 4.47 0.33
H -3.90 4.27 2.98
H -2.95 5.65 2.45
H -2.62 4.90 4.02
H 0.24 3.89 1.80
H -0.24 4.96 3.11
H -0.67 5.36 1.44
```

Results of the Mulliken charge analysis, in e, for atoms 1 through 2: Rb 1.0926; C -1.0136

***

Entry 2:
This record from OMol25 describes 8 unconnected molecules or ions with the total composition C42H48FN8O4P at a distorted geometry. The level of theory is the ωB97M-V functional and the def2-TZVPD basis.

Output
**SMILES**: N=P(O)(O)[C@@H]1C[C@H](CCCF)OC1=O.c1ccncc1.c1ccncc1.c1ccncc1.c1ccncc1.c1ccncc1.c1ccncc1.c1ccncc1
**E**: -76447.18862 eV
**Kohn-Sham gap**: 9.403 eV
**Largest force on an atom**: 0.1114 Eh/bohr
**HOMO**: -8.9292 eV
**LUMO energy**: 0.5 eV

The geometry in XYZ format:
```
104
C42H48FN8O4P the ωB97M-V functional and the def2-TZVPD basis
N -2.75 2.32 -4.47
P -1.71 1.25 -3.91
O -2.54 0.15 -2.87
O -0.99 0.29 -5.14
C -0.27 1.99 -2.92
C -0.54 3.22 -1.93
C 1.00 3.71 -1.82
C 1.39 4.87 -0.78
C 2.83 4.44 -0.14
C 2.63 3.44 1.12
F 2.48 2.04 0.70
O 1.38 3.83 -3.22
C 0.95 2.59 -3.82
O 1.44 2.03 -4.84
H -3.65 2.03 -4.02
H -1.87 -0.44 -2.44
H -0.27 -0.22 -4.69
H 0.02 1.14 -2.21
H -1.14 4.03 -2.47
H -1.09 3.03 -0.93
H 1.53 2.74 -1.50
H 0.64 5.00 0.08
H 1.59 5.83 -1.37
H 3.42 5.36 0.22
H 3.49 3.89 -0.90
H 3.56 3.45 1.81
H 1.74 3.76 1.79
N -2.78 -2.97 -3.31
C -3.21 -4.16 -2.86
C -3.88 -5.08 -3.66
C -4.10 -4.76 -4.99
C -3.67 -3.54 -5.47
C -3.01 -2.68 -4.60
H -3.01 -4.36 -1.82
H -4.20 -6.03 -3.25
H -4.62 -5.46 -5.64
H -3.83 -3.25 -6.51
H -2.65 -1.72 -4.93
N -2.52 -0.53 0.58
C -3.60 -0.73 -0.20
C -4.67 -1.54 0.16
C -4.63 -2.17 1.39
C -3.53 -1.98 2.22
C -2.51 -1.15 1.77
H -3.58 -0.22 -1.15
H -5.51 -1.67 -0.51
H -5.44 -2.81 1.71
H -3.46 -2.46 3.19
H -1.63 -0.97 2.38
N 0.00 3.99 -9.96
C 0.83 3.42 -9.07
C 0.40 2.77 -7.92
C -0.96 2.71 -7.67
C -1.84 3.29 -8.57
C -1.31 3.91 -9.70
H 1.89 3.49 -9.31
H 1.12 2.33 -7.24
H -1.34 2.21 -6.78
H -2.91 3.26 -8.41
H -1.96 4.38 -10.43
N 5.54 3.73 3.11
C 5.43 2.66 3.91
C 6.11 2.53 5.12
C 6.95 3.56 5.52
C 7.08 4.68 4.70
C 6.36 4.72 3.52
H 4.77 1.88 3.56
H 5.98 1.65 5.73
H 7.49 3.50 6.45
H 7.73 5.50 4.98
H 6.43 5.57 2.85
N 8.19 0.03 5.54
C 8.67 -0.63 6.61
C 8.69 -2.02 6.71
C 8.17 -2.76 5.66
C 7.67 -2.10 4.55
C 7.70 -0.72 4.54
H 9.06 -0.01 7.40
H 9.09 -2.50 7.60
H 8.17 -3.85 5.71
H 7.26 -2.65 3.72
H 7.32 -0.16 3.69
N -6.64 -2.80 4.42
C -7.75 -2.76 3.66
C -8.66 -1.72 3.70
C -8.43 -0.66 4.57
C -7.29 -0.68 5.36
C -6.43 -1.76 5.25
H -7.89 -3.61 3.00
H -9.54 -1.74 3.06
H -9.13 0.17 4.62
H -7.08 0.13 6.05
H -5.53 -1.82 5.85
N 0.11 -4.76 0.34
C 0.59 -5.88 0.91
C 0.31 -6.26 2.22
C -0.50 -5.43 2.98
C -1.00 -4.27 2.42
C -0.67 -3.98 1.10
H 1.22 -6.49 0.27
H 0.72 -7.17 2.62
H -0.73 -5.69 4.01
H -1.63 -3.60 2.99
H -1.05 -3.08 0.62
```

Results of the Mulliken charge analysis, in e, for atoms 1 through 2: N -0.8599; P 0.8486